1.
{
  "formula": "C6H14N2O",
  "method": "ωB97M-V/def2-TZVPD",
  "symbols": ["C", "C", "C", "C", "N", "N", "H", "H", "H", "H", "H", "H", "H", "H", "H", "H", "C", "C", "O", "H", "H", "H", "H"],
  "positions_angstrom": [[-1.470, 1.265, 1.216], [-0.995, -1.641, 0.505], [-0.855, 0.830, -0.078], [-0.413, -0.497, -0.287], [-0.897, 1.709, -1.140], [-0.085, -0.831, -1.655], [-0.907, 2.689, -0.898], [-0.273, 1.461, -1.898], [-0.877, -0.748, -2.281], [0.320, -1.754, -1.739], [-1.634, 2.342, 1.225], [-0.817, 0.985, 2.044], [-2.434, 0.774, 1.359], [-1.248, -1.339, 1.516], [-1.855, -2.086, -0.001], [-0.236, -2.417, 0.612], [2.501, -0.367, -0.220], [1.410, 0.089, 0.720], [1.338, -0.242, 1.905], [1.140, 1.206, 0.473], [2.793, -1.392, 0.009], [2.134, -0.335, -1.249], [3.359, 0.297, -0.139]],
  "forces_ev_per_a": [[0.287, -0.001, -0.240], [0.825, 0.182, 0.407], [-0.687, -2.183, -1.040], [-1.906, 1.164, -0.778], [0.608, -0.305, 0.758], [0.192, 0.529, 0.083], [0.061, 0.019, -0.061], [-0.105, 0.032, -0.052], [-0.109, -0.163, 0.013], [-0.087, 0.068, 0.033], [0.026, 0.028, 0.033], [0.057, -0.028, 0.024], [0.021, -0.016, -0.007], [-0.154, -0.028, 0.089], [-0.067, 0.170, 0.017], [0.032, -0.153, 0.037], [-0.739, -0.857, -0.631], [1.023, 3.278, 1.086], [-0.321, -0.613, -0.489], [0.730, -1.281, 0.293], [0.139, -0.013, 0.094], [0.220, 0.102, 0.093], [-0.045, 0.069, 0.238]],
  "lowdin_charge": [-0.015, -0.043, -0.353, -0.410, 0.139, 0.040, 0.096, 0.092, 0.083, 0.084, 0.080, 0.087, 0.094, 0.071, 0.083, 0.081, -0.055, -0.446, -0.048, 0.124, 0.081, 0.053, 0.081],
  "e_tot_ha": -421.70080,
  "smiles": "C/C(N)=C(\\C)N.CC=O"
}

=====

2.
{
  "formula": "C6H14N2O",
  "method": "ωB97M-V/def2-TZVPD",
  "symbols": ["C", "C", "C", "C", "C", "C", "N", "N", "O", "H", "H", "H", "H", "H", "H", "H", "H", "H", "H", "H", "H", "H", "H"],
  "positions_angstrom": [[-1.900, -0.072, -1.554], [-1.454, 0.072, -0.310], [-1.981, -0.410, 0.981], [0.172, 1.782, 0.732], [1.201, -1.617, -0.505], [0.253, 0.668, -0.263], [2.223, -0.043, 1.010], [1.014, -0.440, 0.360], [0.804, 0.929, -1.526], [-1.434, 0.206, -2.524], [-2.670, -0.721, -1.751], [-1.187, -1.064, 1.447], [-2.895, -0.993, 0.910], [-2.229, 0.354, 1.750], [0.998, 2.461, 0.770], [-0.116, 1.217, 1.626], [-0.770, 2.390, 0.415], [2.214, -1.711, -0.952], [1.144, -2.434, 0.355], [0.443, -1.731, -1.273], [2.978, 0.064, 0.333], [2.435, -0.836, 1.644], [0.758, 1.931, -1.675]],
  "forces_ev_per_a": [[1.367, 0.345, -0.127], [4.111, 1.102, -1.731], [0.396, -0.703, 1.322], [-2.933, 0.832, -1.069], [0.622, -1.520, 2.879], [-1.649, -2.006, 1.238], [-0.577, -0.637, 0.337], [-0.519, 0.673, -1.317], [-0.530, 2.597, -0.190], [0.371, 0.204, 1.266], [-2.543, -1.048, -0.113], [-0.780, 0.602, -0.376], [-0.088, -0.185, -0.402], [0.403, -0.042, -0.717], [0.696, 0.013, 0.478], [0.554, 0.918, 0.288], [1.581, -0.690, 0.672], [-0.515, 0.392, 0.095], [0.039, 0.699, -2.401], [-0.190, -0.023, 0.225], [0.026, -0.216, 0.016], [0.123, 0.894, -0.554], [0.035, -2.201, 0.181]],
  "lowdin_charge": [0.025, -0.236, -0.091, -0.053, -0.081, -0.513, 0.040, -0.269, -0.014, 0.077, 0.024, 0.095, 0.072, 0.085, 0.068, 0.079, 0.121, 0.075, 0.115, 0.069, 0.076, 0.092, 0.144],
  "e_tot_ha": -421.64018,
  "smiles": "C=C(C)[C@](C)(O)N(C)N"
}

=====

3.
{
  "formula": "C6H14N2O2",
  "method": "ωB97M-V/def2-TZVPD",
  "symbols": ["C", "C", "C", "O", "N", "H", "H", "H", "H", "H", "H", "H", "C", "C", "C", "O", "N", "H", "H", "H", "H", "H", "H", "H"],
  "positions_angstrom": [[-1.487, -2.249, -1.140], [-1.930, 1.515, -1.141], [-0.976, -0.816, -1.292], [0.114, -0.526, -1.733], [-1.701, 0.152, -0.594], [-2.572, -2.276, -0.953], [-2.541, -0.206, -0.165], [-2.980, 1.810, -1.201], [-1.111, -2.798, -2.041], [-0.961, -2.816, -0.403], [-1.713, 2.208, -0.315], [-1.406, 1.703, -2.071], [2.986, 0.203, -0.219], [0.239, 0.505, 2.346], [1.636, 0.235, 1.805], [2.607, 0.242, 2.539], [1.707, 0.453, 0.463], [0.896, 0.139, -0.059], [3.673, -0.151, 0.532], [0.341, 0.573, 3.447], [2.817, -0.402, -1.169], [3.240, 1.092, -0.873], [-0.244, 1.494, 2.122], [-0.634, -0.086, 2.115]],
  "forces_ev_per_a": [[0.310, 0.168, -1.649], [-0.048, 0.436, 1.875], [0.086, 0.232, 2.234], [-0.077, -0.277, -1.164], [-1.169, -0.148, -1.319], [0.495, -0.311, -0.384], [-0.025, -0.125, -0.069], [-0.324, -0.994, -0.754], [-1.036, 0.519, 0.316], [0.332, 0.173, 1.099], [1.099, 0.180, -0.562], [0.195, 0.002, 0.233], [-1.464, 0.909, -2.967], [-1.104, 1.176, 1.908], [-0.556, 2.506, -0.238], [-0.132, -0.814, 0.001], [0.533, -1.398, -0.546], [0.099, 0.417, -0.032], [0.645, 0.038, -0.409], [-0.086, -0.457, -0.490], [0.094, -0.611, 1.814], [0.512, -0.109, 1.782], [1.336, -0.344, -0.412], [0.286, -1.170, -0.266]],
  "lowdin_charge": [0.006, -0.061, -0.523, 0.037, 0.001, 0.081, 0.112, 0.074, 0.103, 0.072, 0.074, 0.088, -0.069, -0.026, -0.547, 0.040, 0.006, 0.071, 0.070, 0.081, 0.087, 0.090, 0.087, 0.047],
  "e_tot_ha": -496.98368,
  "smiles": "CNC(C)=O.CNC(C)=O"
}

=====

4.
{
  "formula": "C6H14N2O2",
  "method": "ωB97M-V/def2-TZVPD",
  "symbols": ["C", "C", "C", "O", "N", "H", "H", "H", "H", "H", "H", "H", "C", "C", "C", "O", "N", "H", "H", "H", "H", "H", "H", "H"],
  "positions_angstrom": [[-2.957, 1.238, 1.004], [-1.881, 0.361, -2.531], [-2.186, 0.579, -0.115], [-1.331, -0.270, 0.100], [-2.501, 0.966, -1.370], [-2.395, 1.102, 1.924], [-3.242, 1.638, -1.504], [-1.968, -0.727, -2.494], [-3.101, 2.304, 0.821], [-3.941, 0.771, 1.098], [-2.397, 0.699, -3.425], [-0.818, 0.607, -2.583], [1.777, -2.310, -0.236], [2.047, 1.206, 1.167], [2.450, -0.222, 0.838], [3.503, -0.697, 1.240], [1.565, -0.921, 0.102], [0.676, -0.510, -0.147], [2.052, -2.879, 0.652], [2.954, 1.764, 1.369], [0.862, -2.711, -0.662], [2.585, -2.432, -0.958], [1.514, 1.661, 0.336], [1.387, 1.208, 2.031]],
  "forces_ev_per_a": [[0.020, 0.065, -0.115], [0.005, -0.258, 0.029], [0.031, -0.048, 0.088], [0.005, 0.088, -0.108], [-0.268, 0.172, -0.055], [-0.090, -0.025, 0.033], [0.194, -0.133, 0.057], [0.028, 0.042, 0.093], [-0.012, -0.040, -0.004], [0.093, -0.001, 0.050], [0.093, 0.146, -0.035], [-0.077, 0.045, -0.083], [0.188, -0.012, 0.125], [0.028, -0.303, -0.320], [0.174, 0.113, 0.265], [-0.108, -0.033, -0.119], [-0.199, -0.004, -0.321], [0.021, -0.018, 0.199], [-0.047, -0.043, 0.010], [-0.004, 0.102, 0.150], [-0.069, -0.019, 0.024], [0.035, 0.042, -0.037], [-0.080, 0.092, -0.069], [0.038, 0.031, 0.143]],
  "lowdin_charge": [0.002, -0.070, -0.543, 0.025, 0.001, 0.083, 0.135, 0.088, 0.080, 0.088, 0.083, 0.087, -0.074, -0.003, -0.563, 0.029, 0.002, 0.080, 0.084, 0.077, 0.079, 0.082, 0.069, 0.080],
  "e_tot_ha": -497.04669,
  "smiles": "CNC(C)=O.CNC(C)=O"
}

=====

5.
{
  "formula": "C6H14N2O2",
  "method": "ωB97M-V/def2-TZVPD",
  "symbols": ["O", "C", "N", "C", "C", "H", "H", "H", "H", "H", "H", "H", "O", "C", "N", "C", "C", "H", "H", "H", "H", "H", "H", "H"],
  "positions_angstrom": [[0.000, 0.000, 0.000], [0.045, -1.103, -0.479], [1.115, -1.655, -1.072], [1.137, -2.663, -2.199], [2.439, -1.074, -0.772], [-0.835, -1.776, -0.621], [0.325, -2.446, -2.913], [0.911, -3.615, -1.688], [2.079, -2.781, -2.761], [2.529, -1.069, 0.327], [2.441, -0.031, -1.130], [3.317, -1.592, -1.194], [4.129, -0.750, -5.344], [4.792, 0.015, -4.680], [5.273, -0.260, -3.455], [5.972, 0.723, -2.678], [5.409, -1.637, -2.955], [4.899, 1.114, -4.847], [5.273, 1.236, -1.996], [6.444, 1.478, -3.330], [6.759, 0.238, -2.076], [4.617, -2.308, -3.326], [5.426, -1.688, -1.853], [6.381, -1.992, -3.338]],
  "forces_ev_per_a": [[0.147, 0.348, 1.072], [-1.059, -0.968, -1.918], [3.418, -0.775, -1.480], [-1.774, -0.320, 1.460], [-0.537, 0.952, 0.542], [-0.051, 0.427, 0.268], [0.398, -0.084, 0.241], [0.123, -0.049, -0.714], [-0.302, 0.670, 0.693], [0.221, 0.221, -0.417], [0.280, -0.257, 0.227], [-0.915, -0.130, 0.017], [0.369, -0.110, -0.624], [-1.153, 0.692, 0.982], [0.424, -1.275, 0.812], [0.295, 0.791, 0.350], [0.152, -0.215, -0.575], [0.083, -0.416, -0.653], [0.352, -0.081, -0.075], [-0.166, -0.251, 0.296], [-0.257, 0.280, -0.311], [0.306, 0.530, -0.001], [-0.047, 0.316, -0.506], [-0.307, -0.296, 0.313]],
  "lowdin_charge": [0.032, -0.392, -0.183, -0.026, -0.052, 0.139, 0.085, 0.083, 0.077, 0.094, 0.091, 0.056, 0.020, -0.361, -0.205, -0.078, -0.054, 0.140, 0.092, 0.091, 0.091, 0.081, 0.080, 0.099],
  "e_tot_ha": -496.97132,
  "smiles": "CN(C)C=O.CN(C)C=O"
}

=====

6.
{
  "formula": "C6H14N2O2",
  "method": "ωB97M-V/def2-TZVPD",
  "symbols": ["C", "C", "C", "O", "N", "H", "H", "H", "H", "H", "H", "H", "C", "C", "C", "O", "N", "H", "H", "H", "H", "H", "H", "H"],
  "positions_angstrom": [[-0.073, 1.129, -2.515], [1.149, 3.078, 0.544], [0.539, 1.530, -1.216], [0.761, 0.630, -0.406], [0.637, 2.841, -0.852], [-0.312, 1.953, -3.214], [1.051, 3.486, -1.509], [2.123, 3.520, 0.803], [0.562, 0.365, -3.005], [-1.003, 0.605, -2.299], [0.451, 3.858, 0.946], [1.075, 2.188, 1.149], [-0.604, -2.588, -0.971], [-0.017, -1.016, 2.438], [-0.790, -1.708, 1.339], [-1.776, -2.363, 1.614], [-0.020, -1.884, 0.204], [0.678, -1.227, -0.076], [-1.652, -2.322, -1.103], [-0.038, 0.058, 2.175], [0.090, -2.377, -1.820], [-0.513, -3.608, -0.749], [-0.504, -1.028, 3.397], [1.085, -1.109, 2.246]],
  "forces_ev_per_a": [[0.101, 0.177, -1.353], [-1.682, 1.588, 0.631], [-0.345, -1.258, 0.969], [0.311, 0.790, -0.481], [2.005, 0.257, 1.280], [0.306, -0.361, 0.360], [-0.526, -0.067, -0.378], [0.199, -0.341, -1.359], [-0.178, 0.576, 0.192], [-0.064, 0.108, 0.200], [0.400, -0.800, -0.020], [-0.281, -0.206, -0.181], [1.269, 1.519, 0.688], [0.773, 2.690, -1.929], [2.392, -1.815, 0.912], [-0.789, 0.389, -0.892], [-1.880, -0.673, -0.776], [0.009, 0.609, 0.512], [0.142, 0.049, -0.370], [-0.406, 0.076, 0.039], [-0.986, -0.007, 0.373], [-0.255, -1.682, 0.001], [0.420, -0.797, 0.447], [-0.936, -0.820, 1.135]],
  "lowdin_charge": [-0.001, -0.062, -0.523, 0.002, 0.032, 0.085, 0.132, 0.082, 0.095, 0.089, 0.088, 0.056, -0.062, -0.015, -0.553, 0.041, -0.010, 0.065, 0.081, 0.058, 0.090, 0.053, 0.076, 0.100],
  "e_tot_ha": -496.99471,
  "smiles": "CNC(C)=O.CNC(C)=O"
}

=====

Kohn-Sham gap per entry: 8.3, 9.5, 9.6, 9.6, 9.8, 9.6 eV